# 1
# C5H15N3

A 3-piece molecular cluster, C5H15N3 overall at a distorted geometry (ωB97M-V/def2-TZVPD, OMol25).

Calculated values
Energy above the lowest of the compared OMol25 structures with the same formula, charge and spin = 3.7947 eV
Net charge = -1
2S+1 = 2

Each line ends with the Löwdin charge.
CARTESIAN COORDINATES (ANGSTROEM)
C  1.443  -0.319  1.218  -0.31
C  1.955  -0.970  -0.041  -0.26
C  1.600  -0.238  -1.345  -0.27
C  0.082  -0.008  -1.464  -0.48
N  -0.870  -0.986  -1.117  -0.12
C  -2.944  -0.319  0.412  -0.22
N  -3.265  0.806  0.942  -0.04
N  1.930  1.083  1.351  -0.03
H  0.352  -0.213  1.070  0.08
H  1.645  -0.834  2.183  0.10
H  3.012  -1.210  0.117  0.09
H  1.381  -1.905  -0.094  0.09
H  1.953  -0.932  -2.149  0.08
H  2.140  0.743  -1.461  0.09
H  -0.077  0.768  -2.235  0.04
H  -1.171  0.005  -0.722  -0.02
H  -0.202  2.765  -0.760  0.02
H  -2.082  -0.856  0.811  0.03
H  -3.521  -0.781  -0.386  0.05
H  -3.794  1.373  0.274  0.01
H  -0.545  2.593  -0.131  0.03
H  1.479  1.561  2.122  0.04
H  1.588  1.580  0.535  0.01

Cartesian forces (eV/Å) of the 2 atoms listed first:
C -1.313 1.722 0.435
C -0.160 -0.685 0.609

=====

# 2
# C5H15N3

C5H15N3 as an isolated structure at a distorted geometry (ωB97M-V/def2-TZVPD, OMol25).

Calculated values
Energy above the lowest of the compared OMol25 structures with the same formula, charge and spin = 5.7624 eV
Net charge = 0
2S+1 = 1

Each line ends with the Löwdin charge.
CARTESIAN COORDINATES (ANGSTROEM)
C  -1.608  0.649  -0.301  -0.27
N  -0.513  0.560  0.630  -0.07
C  0.600  1.387  0.160  -0.27
C  1.896  0.967  0.788  -0.22
C  2.351  -0.495  0.561  -0.41
N  2.108  -0.744  -0.936  -0.05
C  -2.793  -0.395  -0.287  -0.26
N  -2.124  -1.681  -0.667  -0.08
H  -2.033  1.771  -0.507  0.15
H  -1.241  0.417  -1.244  0.07
H  -0.777  0.703  1.588  0.12
H  0.783  1.267  -0.944  0.12
H  0.399  2.432  0.340  0.11
H  2.766  1.561  0.376  0.13
H  1.923  1.132  1.858  0.10
H  1.924  -1.276  1.374  0.14
H  3.407  -0.592  0.831  0.10
H  1.207  -0.927  -0.031  0.15
H  2.945  -1.363  -1.161  0.06
H  -3.314  -0.461  0.710  0.11
H  -3.540  -0.170  -1.031  0.08
H  -1.080  -1.520  -0.841  0.06
H  -2.342  -2.598  -0.039  0.12

Cartesian forces (eV/Å) of the 2 atoms listed first:
C -3.194 2.267 -0.147
N -0.053 -0.759 -1.167

=====

# 3
# C5H15N3

An isolated molecule of C5H15N3 at a distorted geometry (ωB97M-V/def2-TZVPD, OMol25).

Calculated values
Energy above the lowest of the compared OMol25 structures with the same formula, charge and spin = 2.4479 eV
Net charge = 0
2S+1 = 1

Each line ends with the Löwdin charge.
CARTESIAN COORDINATES (ANGSTROEM)
C  2.623  0.194  -0.925  -0.15
N  1.528  0.027  0.019  -0.26
C  1.787  0.788  1.231  -0.14
C  0.059  0.351  -0.670  -0.12
C  -0.892  -0.702  -0.217  -0.37
N  -0.683  -1.500  0.955  0.04
C  -2.271  0.341  -0.021  -0.21
N  -3.492  -0.420  -0.224  -0.04
H  2.453  -0.422  -1.817  0.08
H  3.581  -0.140  -0.499  0.08
H  2.745  1.239  -1.251  0.08
H  0.986  0.659  1.966  0.07
H  1.867  1.869  1.041  0.08
H  2.724  0.473  1.716  0.08
H  0.230  0.209  -1.739  0.10
H  -0.113  1.417  -0.516  0.10
H  -1.139  -1.365  -1.050  0.12
H  -0.526  -0.922  1.777  0.06
H  0.120  -2.113  0.828  0.08
H  -2.341  1.281  -0.573  0.10
H  -2.225  0.634  1.031  0.09
H  -3.664  -0.541  -1.219  0.06
H  -3.356  -1.358  0.160  0.06

Cartesian forces (eV/Å) of the 2 atoms listed first:
C -0.175 -0.051 -0.248
N -1.582 0.151 -1.180

=====

# 4
# C5H15N3

A 2-piece molecular cluster, C5H15N3 overall (ωB97M-V/def2-TZVPD, OMol25).

Calculated values
Energy above the lowest of the compared OMol25 structures with the same formula, charge and spin = 1.7704 eV
Net charge = 0
2S+1 = 1

Each line ends with the Löwdin charge.
CARTESIAN COORDINATES (ANGSTROEM)
C  2.941  -0.578  -1.536  -0.08
N  2.460  0.549  -1.811  -0.04
C  1.255  0.966  -1.092  -0.32
C  1.044  2.466  -1.246  -0.10
H  2.542  -1.250  -0.768  0.07
H  3.820  -0.910  -2.077  0.06
H  0.390  0.432  -1.489  0.10
H  1.341  0.683  -0.037  0.10
H  0.250  2.829  -0.599  0.06
H  1.971  2.996  -1.033  0.07
H  0.765  2.676  -2.276  0.07
C  -0.859  -1.751  2.141  -0.14
N  -2.117  -1.500  1.446  -0.13
C  -1.960  -0.695  0.256  -0.35
N  -1.932  0.746  0.507  0.01
H  -1.035  -2.358  3.027  0.07
H  -0.118  -2.239  1.496  0.07
H  -0.431  -0.799  2.444  0.07
H  -2.550  -2.384  1.210  0.10
H  -2.813  -0.876  -0.406  0.11
H  -1.052  -0.925  -0.313  0.09
H  -2.764  0.965  1.045  0.07
H  -1.146  0.955  1.115  0.05

Cartesian forces (eV/Å) of the 2 atoms listed first:
C 0.170 0.043 0.014
N -0.336 -0.014 -0.146

=====

# 5
# C5H15N3

A 2-piece molecular cluster, C5H15N3 overall at a distorted geometry (ωB97M-V/def2-TZVPD, OMol25).

Calculated values
Energy above the lowest of the compared OMol25 structures with the same formula, charge and spin = 8.2773 eV
Net charge = 0
2S+1 = 1

Each line ends with the Löwdin charge.
CARTESIAN COORDINATES (ANGSTROEM)
C  0.763  1.300  -1.097  -0.34
C  -0.103  0.544  -2.150  -0.18
C  -1.140  -0.287  -1.403  -0.19
C  -0.425  -1.053  -0.326  -0.24
N  -0.512  -0.211  0.830  -0.01
C  0.459  -0.396  1.855  -0.43
N  1.085  -1.611  1.828  0.05
N  0.163  1.885  0.051  -0.01
H  1.409  0.537  -0.664  0.08
H  1.479  1.972  -1.602  0.12
H  -0.593  1.120  -2.927  0.10
H  0.649  -0.081  -2.632  0.11
H  -1.711  -0.946  -2.046  0.11
H  -1.802  0.353  -0.837  0.11
H  0.624  -1.254  -0.603  0.12
H  -0.812  -2.045  -0.117  0.11
H  -1.162  -2.420  2.303  0.01
H  -0.020  -0.073  2.783  0.15
H  1.251  0.367  1.656  0.16
H  2.102  -1.456  1.881  0.04
H  -1.658  -2.475  2.831  0.05
H  -0.200  2.772  -0.257  0.05
H  -0.623  0.851  0.639  0.04

Cartesian forces (eV/Å) of the 2 atoms listed first:
C 1.150 -0.524 -0.430
C 0.084 0.099 0.525

=====

# 6
# C5H15N3

An isolated molecule of C5H15N3 at a distorted geometry (ωB97M-V/def2-TZVPD, OMol25).

Calculated values
Energy above the lowest of the compared OMol25 structures with the same formula, charge and spin = 1.4857 eV
Net charge = 0
2S+1 = 1

Each line ends with the Löwdin charge.
CARTESIAN COORDINATES (ANGSTROEM)
C  -0.488  -1.582  0.328  -0.08
N  0.099  -0.248  0.184  -0.23
C  0.514  0.030  -1.183  -0.23
C  1.745  -0.787  -1.587  -0.28
N  2.157  -0.443  -2.945  -0.01
C  -0.797  0.817  0.687  -0.22
C  -1.177  0.642  2.138  -0.27
N  -1.913  1.827  2.674  -0.02
H  -1.515  -1.602  -0.065  0.09
H  0.224  -2.277  -0.086  0.07
H  -0.619  -1.773  1.387  0.07
H  0.930  1.043  -1.137  0.11
H  -0.272  -0.034  -1.939  0.12
H  1.631  -1.851  -1.412  0.09
H  2.515  -0.521  -0.892  0.10
H  2.773  -1.134  -3.346  0.06
H  2.568  0.482  -2.953  0.06
H  -0.297  1.737  0.403  0.11
H  -1.729  0.739  0.101  0.12
H  -0.375  0.446  2.842  0.11
H  -1.915  -0.150  2.200  0.10
H  -1.337  2.657  2.534  0.06
H  -2.720  1.984  2.067  0.06

Cartesian forces (eV/Å) of the 2 atoms listed first:
C -0.050 1.328 0.617
N -0.243 -0.003 0.209

=====

Number 2 is which compound?
C5H15N3